{
  "formula": "C31H57BrF7N5O13P3",
  "method": "wB97M-V/def2-TZVPD",
  "symbols": ["H", "H", "C", "C", "C", "H", "H", "C", "O", "H", "H", "C", "O", "P", "C", "C", "H", "F", "O", "H", "C", "C", "O", "H", "N", "F", "O", "C", "C", "H", "H", "H", "H", "H", "H", "H", "H", "C", "H", "O", "H", "H", "P", "H", "C", "H", "H", "H", "H", "H", "O", "H", "H", "H", "H", "C", "H", "H", "H", "C", "H", "H", "O", "H", "C", "H", "C", "N", "H", "H", "H", "N", "H", "F", "H", "F", "C", "H", "C", "H", "F", "C", "N", "H", "C", "C", "O", "H", "O", "C", "H", "F", "C", "P", "H", "O", "H", "C", "H", "Br", "H", "C", "H", "O", "C", "H", "H", "C", "F", "O", "C", "C", "N", "H", "H", "C", "H"],
  "xyz": [[1.670913, -2.501390, 3.033403], [-0.527404, 0.791638, -0.212754], [1.104347, -2.281904, 0.188530], [-3.653545, -2.210620, 1.744867], [0.271536, 0.086606, -0.432809], [-2.931917, 3.851549, 0.482237], [1.058684, -5.089545, -3.968052], [-3.844000, -3.340802, -0.337439], [-5.047442, 9.638925, 1.674515], [2.989240, -1.674422, 4.911365], [1.577802, 4.890360, 0.425570], [8.700873, -2.874088, 0.406048], [-0.589271, -7.582002, -6.755611], [-1.183205, -6.580872, -5.613741], [4.326412, -0.908450, -0.716177], [-4.518375, -3.126254, 2.324341], [-2.000039, -9.017395, -7.235114], [4.192864, -5.612054, -2.142396], [-0.485986, 4.516232, 3.984919], [8.308649, -0.990139, 1.483415], [-5.077311, -4.157769, 1.579923], [2.824938, -2.116353, -2.311041], [-1.100183, -1.869453, -0.457718], [5.147309, -0.151979, -2.389032], [2.423232, -1.675988, 0.131386], [2.973739, -3.861167, -3.843967], [-6.297970, 8.711466, 3.478886], [2.076769, -1.169121, 4.605688], [-2.552743, 4.452867, 1.307232], [-1.829660, 6.044312, 3.450333], [0.872482, -2.902651, -0.668312], [-2.472846, 4.768685, 4.509418], [1.019533, -2.614823, 5.890092], [-5.125479, -5.081326, -0.322044], [2.139204, -6.341284, -4.594503], [-5.039057, 11.664174, 1.364892], [-3.602007, -3.483168, -1.384737], [6.584067, -1.408597, -1.487515], [-1.342048, 5.971298, 5.150599], [-5.275312, 7.097958, 1.949425], [-5.769947, -4.857190, 2.022766], [8.627555, -3.593224, 1.218419], [-6.031888, 8.367958, 1.879213], [6.894302, -1.880336, 0.976280], [7.905014, -1.588467, 0.668453], [-6.559874, 11.050562, 2.032355], [-0.343229, -3.317047, -5.648392], [-0.965473, -8.467779, -8.566788], [-2.340901, -0.355071, 0.351868], [6.944014, -1.477813, -2.510454], [-1.444878, -5.007310, -5.145090], [-0.016015, -1.638350, 4.756335], [0.908109, -0.846551, 2.893972], [-2.032253, 5.319247, 0.899653], [-0.418943, -1.107788, 1.284912], [-5.473163, 10.947273, 2.057376], [0.225332, -0.104607, -1.503103], [0.651099, -0.925978, 6.194240], [-5.113363, 11.168168, 3.063622], [7.713677, -0.770514, -0.626734], [9.728297, -2.608144, 0.167494], [2.781684, 4.555105, 1.694255], [0.990996, 5.314219, 2.396039], [-2.039927, -3.304061, -6.161868], [4.328323, -4.294550, -2.019273], [-7.974645, 8.628853, 4.695949], [1.802335, -1.423778, 3.123038], [4.346359, -0.595810, 0.562414], [1.233850, -5.312207, -5.720029], [2.411387, 6.227830, 1.235877], [-6.355193, 6.631233, -0.600632], [3.183634, -1.589158, -1.028069], [-7.709556, 7.648586, -1.125777], [1.544178, -1.845561, -2.614362], [-2.799295, -1.048690, -1.211097], [3.537133, -1.523389, -3.268440], [-1.595461, 5.373791, 4.278703], [-8.297864, 9.303382, 3.091637], [-2.387592, -1.277867, -0.224985], [-3.392386, 4.794308, 1.910866], [5.311899, -3.936530, -2.826732], [2.994268, -3.661947, -2.510988], [5.395708, -0.515598, -1.482464], [1.215199, 0.537564, -0.129051], [-1.524944, -8.151165, -7.689179], [-3.304883, -2.291608, 0.398859], [-2.350600, -7.285619, -5.050799], [0.990967, -2.915165, 1.062397], [0.134703, -6.769169, -4.689524], [0.853351, -1.652579, 5.412843], [7.390382, 0.216777, -0.302262], [4.588377, -4.050230, -0.740719], [-7.572923, 9.258840, 3.904535], [-0.138731, 4.134132, 2.452767], [8.245376, -3.359974, -0.461816], [-1.680009, 3.625193, 2.128123], [-3.238486, -1.415626, 2.355687], [1.993637, 5.232439, 1.371335], [-4.776156, -3.053833, 3.373603], [2.259226, 0.752158, 4.872875], [3.666558, -0.455683, 2.870315], [3.184255, -1.091846, 1.064183], [8.645550, -0.677455, -1.183530], [-6.517037, 8.475314, 0.322017], [-7.130958, 7.316610, -0.266323], [-0.860008, -4.281708, -7.047894], [-7.416408, 10.262422, 4.298588], [-4.708352, -4.255843, 0.239754], [1.986228, -4.367464, -1.999408], [0.638789, 2.874032, 2.368285], [-1.151022, -3.924592, -6.059544], [1.196457, -5.820972, -4.753382], [2.944836, -0.937842, 2.354613], [-2.282734, -7.431393, -7.990549], [-7.792582, 6.810466, 0.433276], [-0.046672, -1.240826, 0.266973], [6.394512, -2.383005, -1.051628]],
  "forces_ev_per_a": [[-0.1, 0.0, -0.3], [0.1, 0.2, 0.1], [-1.5, 0.6, 0.7], [0.2, 0.1, 0.0], [-0.3, -0.2, 0.4], [0.1, 0.0, 0.0], [-0.2, 0.1, 0.0], [0.0, -0.2, -0.4], [-0.4, 0.1, -0.1], [0.1, 0.2, 0.1], [0.1, 0.0, 0.0], [-0.6, 0.5, -0.2], [-0.3, 2.5, -1.0], [0.0, -3.0, 5.1], [0.9, 1.1, 1.2], [-0.3, -0.3, 0.3], [0.0, 0.1, 0.1], [-0.1, -0.2, 0.0], [0.0, 0.4, -0.2], [0.2, 0.0, -0.1], [0.6, 0.6, -0.4], [-1.0, -0.6, -0.7], [0.2, 0.1, 0.3], [0.0, -0.3, -0.1], [0.3, -0.7, -0.2], [0.1, 0.3, 0.0], [-2.8, 0.0, -1.6], [-0.9, -0.3, 0.0], [-0.3, -0.2, 0.1], [0.0, 0.1, 0.1], [0.4, 0.1, -0.1], [0.0, 0.0, -0.1], [-0.1, -0.2, -0.3], [0.1, 0.1, -0.3], [0.0, -0.1, 0.0], [0.0, -0.1, -0.1], [0.1, 0.2, 0.0], [1.4, 1.5, 0.5], [0.1, 0.0, 0.0], [-0.9, -0.2, 0.0], [0.0, -0.1, 0.0], [0.3, 0.1, 0.2], [6.3, 0.0, -0.1], [0.0, 0.1, 0.3], [-0.3, -0.5, -0.4], [0.0, 0.1, -0.1], [0.0, -0.1, 0.0], [0.1, 0.1, 0.1], [0.2, -0.1, 0.1], [-0.3, -0.3, -0.1], [0.6, -0.2, -3.1], [-0.1, -0.3, 0.1], [-0.1, -0.2, -0.3], [0.0, 0.0, 0.0], [0.4, 0.1, 0.2], [0.2, -0.1, 0.1], [0.3, 0.1, -0.1], [0.0, -0.1, 0.2], [-0.1, 0.0, 0.0], [-0.3, -0.3, 0.8], [0.1, -0.3, 0.1], [-0.1, -0.1, 0.0], [-1.8, 0.4, -2.0], [0.0, -0.1, 0.0], [-0.6, -1.2, -0.6], [0.0, 0.0, 0.0], [0.6, 0.6, 0.9], [-0.8, -0.8, -0.4], [0.1, 0.0, 0.0], [-0.1, 0.0, 0.1], [0.0, 0.0, 0.1], [0.3, 0.6, -1.0], [0.0, 0.1, 0.1], [-0.2, 0.0, 0.5], [0.1, 0.3, 0.0], [0.7, 0.2, 0.4], [0.0, -0.2, 0.1], [0.0, 0.0, 0.0], [-0.5, -0.8, -0.7], [0.0, 0.1, 0.0], [0.4, 0.6, 0.4], [0.6, -0.2, -0.6], [-0.8, -0.9, -0.8], [0.0, 0.1, 0.0], [-0.1, -0.2, -0.3], [-0.3, 0.0, 0.6], [-0.1, 0.5, -0.8], [0.5, -0.2, 0.0], [0.2, 0.2, -0.5], [0.4, 0.6, 0.0], [0.0, 0.2, -0.4], [0.2, 0.6, 0.1], [0.1, 0.0, 0.3], [1.1, -3.3, 5.3], [0.3, -0.1, -0.1], [0.9, 2.3, -2.1], [0.0, 0.0, 0.0], [0.2, 0.2, -0.1], [0.1, 0.2, 0.0], [0.3, 0.0, -0.1], [0.0, 0.2, -0.1], [0.8, 0.5, 1.0], [0.0, 0.0, 0.0], [-2.2, 0.1, 1.6], [-0.2, -0.1, -0.2], [0.0, 0.0, 0.0], [0.0, 0.0, -0.1], [-0.4, -0.4, 0.4], [-0.2, 0.4, 0.7], [-0.1, 0.3, -1.0], [-0.1, 0.2, 0.3], [-0.4, -0.2, 0.0], [-0.7, -0.8, -0.2], [-0.1, -0.1, 0.0], [0.0, -0.1, 0.0], [-0.3, 0.1, -1.2], [-0.4, -0.1, -0.4]],
  "lowdin_charge": [0.132, 0.082, -0.026, -0.048, -0.001, 0.083, 0.059, -0.035, -0.243, 0.097, 0.081, -0.097, -0.222, 0.498, -0.291, -0.086, 0.092, 0.198, -0.243, 0.106, -0.076, -0.403, -0.119, 0.131, 0.086, 0.150, -0.231, -0.712, -0.095, 0.082, 0.121, 0.092, 0.084, 0.107, 0.095, 0.090, 0.118, -0.163, 0.091, -0.252, 0.104, 0.072, 0.506, 0.084, -0.265, 0.079, 0.077, 0.087, 0.122, 0.124, -0.232, 0.078, 0.108, 0.085, 0.132, -0.108, 0.085, 0.052, 0.091, -0.179, 0.078, 0.087, -0.218, 0.087, -0.558, 0.087, -0.241, 0.262, 0.086, 0.088, 0.087, 0.156, 0.087, 0.173, 0.134, 0.188, -0.096, 0.083, -0.144, 0.078, 0.201, -0.339, 0.076, 0.082, -0.098, -0.205, -0.234, 0.130, -0.225, -0.125, 0.106, 0.191, -0.104, 0.502, 0.064, -0.241, 0.108, -0.105, 0.103, 0.779, 0.122, -0.283, 0.109, -0.222, -0.104, 0.083, 0.085, -0.074, 0.170, -0.287, -0.110, -0.119, 0.113, 0.084, 0.084, -0.340, 0.081],
  "homo_lumo_gap_ev": 8.7,
  "total_charge": 1,
  "lumo_ha": -0.087
}